[1]
DFT (ωB97M-V with the def2-TZVPD basis set) results for C5H7N as an isolated structure in a non-equilibrium geometry.

**HOMO level (alpha / beta)**: -0.293 / -0.293 hartree
**LUMO level (alpha / beta)**: 0.006 / 0.006 Eh
**E**: -6783.41389 eV
**Frontier orbital gap (alpha / beta)**: 8.119 / 8.117 eV

```
! wB97M-V def2-TZVPD RIJCOSX def2/J DEFGRID3
* xyz 0 1
C -1.779 0.118 0.014
C -1.102 -0.853 0.743
C -0.523 0.734 -0.253
C 0.124 1.769 -1.249
C 1.373 -1.050 0.391
N 0.175 -0.327 0.535
H -2.764 0.551 -0.137
H -1.421 -1.499 1.453
H 1.121 1.953 -1.198
H -0.556 2.456 -1.636
H 2.315 -0.470 0.919
H 1.276 -1.943 1.103
H 1.763 -1.439 -0.688
*
```

***

[2]
DFT (ωB97M-V with the def2-TZVPD basis set) results for a 2-piece molecular cluster, CH5NO2S overall in a non-equilibrium geometry.

**HOMO level**: -0.344 hartree
**LUMO level**: 0.021 Eh
**E**: -17535.35086 eV
**Frontier orbital gap**: 9.946 eV

```
! wB97M-V def2-TZVPD RIJCOSX def2/J DEFGRID3
* xyz 0 1
C 0.972 -0.072 -0.328
N -1.720 0.921 0.182
O -0.984 -1.404 0.647
O 1.694 -1.237 -0.341
S -0.921 -0.469 -0.464
H 1.368 0.575 0.935
H 1.457 0.706 -1.035
H -0.949 1.456 0.699
H -2.235 1.544 -0.384
H 1.319 -2.020 0.089
*
```